{
  "formula": "C70H165BN11O30",
  "method": "ωB97M-V with the def2-TZVPD basis set",
  "elements": ["O", "C", "O", "B", "O", "C", "O", "O", "C", "O", "C", "O", "O", "C", "O", "C", "C", "N", "C", "C", "O", "C", "H", "H", "H", "H", "H", "H", "H", "H", "H", "H", "H", "H", "H", "H", "H", "C", "O", "C", "C", "N", "C", "C", "O", "C", "H", "H", "H", "H", "H", "H", "H", "H", "H", "H", "H", "H", "H", "H", "H", "C", "O", "C", "C", "N", "C", "C", "O", "C", "H", "H", "H", "H", "H", "H", "H", "H", "H", "H", "H", "H", "H", "H", "H", "C", "O", "C", "C", "N", "C", "C", "O", "C", "H", "H", "H", "H", "H", "H", "H", "H", "H", "H", "H", "H", "H", "H", "H", "C", "O", "C", "C", "N", "C", "C", "O", "C", "H", "H", "H", "H", "H", "H", "H", "H", "H", "H", "H", "H", "H", "H", "H", "C", "O", "C", "C", "N", "C", "C", "O", "C", "H", "H", "H", "H", "H", "H", "H", "H", "H", "H", "H", "H", "H", "H", "H", "C", "O", "C", "C", "N", "C", "C", "O", "C", "H", "H", "H", "H", "H", "H", "H", "H", "H", "H", "H", "H", "H", "H", "H", "C", "O", "C", "C", "N", "C", "C", "O", "C", "H", "H", "H", "H", "H", "H", "H", "H", "H", "H", "H", "H", "H", "H", "H", "C", "O", "C", "C", "N", "C", "C", "O", "C", "H", "H", "H", "H", "H", "H", "H", "H", "H", "H", "H", "H", "H", "H", "H", "C", "O", "C", "C", "N", "C", "C", "O", "C", "H", "H", "H", "H", "H", "H", "H", "H", "H", "H", "H", "H", "H", "H", "H", "C", "O", "C", "C", "N", "C", "C", "O", "C", "H", "H", "H", "H", "H", "H", "H", "H", "H", "H", "H", "H", "H", "H", "H"],
  "coordinates": [[25.972, -26.776, 18.855], [25.595, -25.849, 19.571], [25.652, -24.529, 19.275], [25.204, -23.759, 20.438], [24.799, -24.755, 21.447], [24.944, -25.976, 20.999], [24.782, -26.966, 21.638], [24.089, -22.854, 20.126], [24.414, -21.581, 20.375], [23.681, -20.603, 20.330], [25.904, -21.577, 20.807], [26.323, -22.847, 20.773], [26.546, -20.588, 21.212], [26.137, -28.245, 28.894], [24.735, -27.975, 28.670], [24.510, -27.119, 27.570], [23.113, -27.310, 27.071], [22.038, -26.716, 27.904], [21.925, -27.494, 29.165], [21.047, -26.786, 30.229], [20.825, -27.696, 31.341], [20.203, -27.023, 32.396], [26.237, -29.083, 29.584], [26.617, -27.337, 29.259], [26.647, -28.420, 27.947], [25.230, -27.286, 26.769], [24.686, -26.074, 27.828], [22.974, -28.347, 26.766], [23.132, -26.655, 26.200], [22.244, -25.740, 28.063], [22.900, -27.522, 29.652], [21.647, -28.524, 28.941], [20.100, -26.466, 29.795], [21.583, -25.863, 30.451], [20.595, -27.596, 33.237], [19.113, -27.014, 32.379], [20.672, -26.049, 32.535], [32.735, -33.392, 10.106], [32.107, -32.648, 11.150], [32.912, -32.215, 12.246], [31.933, -31.876, 13.337], [31.024, -30.837, 12.883], [31.585, -29.484, 12.928], [30.497, -28.443, 12.512], [29.577, -28.217, 13.565], [28.887, -26.922, 13.473], [32.075, -33.527, 9.250], [32.908, -34.433, 10.377], [33.656, -32.916, 9.769], [33.578, -31.399, 11.966], [33.523, -33.041, 12.612], [32.526, -31.537, 14.187], [31.409, -32.742, 13.743], [30.909, -31.019, 11.897], [32.413, -29.410, 12.222], [31.996, -29.221, 13.903], [29.857, -28.771, 11.693], [30.992, -27.521, 12.208], [28.115, -26.939, 12.703], [29.580, -26.082, 13.421], [28.328, -26.863, 14.407], [33.019, -27.709, 24.000], [32.423, -26.387, 24.224], [31.053, -26.431, 24.108], [30.333, -25.052, 24.164], [29.978, -24.643, 25.501], [29.088, -23.474, 25.391], [28.759, -22.941, 26.869], [29.795, -22.077, 27.425], [29.665, -21.916, 28.820], [34.083, -27.605, 23.786], [32.543, -28.284, 23.205], [32.989, -28.359, 24.875], [30.694, -27.145, 24.849], [30.831, -26.857, 23.130], [29.426, -25.123, 23.563], [31.001, -24.396, 23.606], [30.806, -24.448, 26.046], [28.137, -23.878, 25.047], [29.412, -22.703, 24.692], [28.543, -23.824, 27.470], [27.843, -22.388, 26.663], [28.661, -21.638, 29.143], [30.384, -21.170, 29.159], [29.956, -22.867, 29.265], [18.213, -18.935, 18.001], [17.193, -18.078, 17.822], [15.904, -18.738, 17.538], [15.279, -19.590, 18.606], [15.416, -19.022, 19.928], [15.177, -20.052, 21.008], [16.296, -21.121, 21.189], [17.594, -20.526, 21.260], [18.668, -21.405, 21.445], [18.323, -19.571, 17.122], [18.065, -19.506, 18.917], [19.148, -18.389, 18.129], [15.987, -19.298, 16.607], [15.243, -17.889, 17.363], [15.882, -20.496, 18.541], [14.245, -19.880, 18.419], [16.290, -18.524, 20.013], [14.232, -20.531, 20.752], [15.031, -19.562, 21.971], [16.313, -21.791, 20.329], [16.011, -21.616, 22.117], [18.637, -21.891, 22.420], [19.513, -20.721, 21.371], [18.874, -22.146, 20.672], [31.760, -33.911, 24.487], [30.405, -33.595, 24.400], [29.982, -33.079, 23.187], [28.599, -32.359, 23.452], [27.584, -33.311, 23.949], [26.388, -32.697, 24.493], [25.492, -33.728, 25.278], [26.245, -34.493, 26.203], [26.699, -33.720, 27.262], [31.984, -34.748, 23.826], [32.090, -34.318, 25.442], [32.430, -33.109, 24.176], [30.005, -33.898, 22.467], [30.624, -32.326, 22.730], [28.240, -31.907, 22.527], [28.801, -31.648, 24.253], [28.078, -33.915, 24.591], [25.863, -32.201, 23.676], [26.764, -31.941, 25.182], [25.037, -34.439, 24.588], [24.689, -33.179, 25.770], [27.430, -33.020, 26.857], [27.284, -34.320, 27.959], [25.982, -33.152, 27.855], [23.753, -15.365, 25.435], [23.788, -14.500, 26.604], [24.581, -13.335, 26.550], [24.268, -12.411, 27.763], [22.973, -11.780, 27.643], [22.780, -10.778, 28.731], [22.873, -11.209, 30.213], [24.292, -11.134, 30.660], [24.290, -11.197, 32.069], [24.688, -15.882, 25.219], [23.504, -14.803, 24.535], [22.995, -16.135, 25.574], [24.363, -12.781, 25.637], [25.649, -13.542, 26.478], [25.088, -11.711, 27.923], [24.227, -12.931, 28.720], [22.743, -11.513, 26.697], [21.764, -10.422, 28.560], [23.547, -10.033, 28.520], [22.501, -12.232, 30.278], [22.167, -10.552, 30.722], [23.760, -12.070, 32.451], [23.803, -10.295, 32.439], [25.291, -11.177, 32.502], [37.151, -25.662, 19.985], [35.819, -25.397, 19.531], [35.126, -26.500, 18.909], [33.648, -26.076, 18.625], [33.629, -25.086, 17.489], [32.254, -24.668, 17.048], [31.613, -23.686, 18.110], [32.409, -22.486, 18.329], [31.901, -21.665, 19.359], [37.751, -24.753, 20.033], [37.695, -26.368, 19.359], [37.181, -26.209, 20.927], [35.110, -27.360, 19.578], [35.623, -26.896, 18.023], [33.182, -25.714, 19.542], [33.149, -26.980, 18.276], [34.108, -24.256, 17.806], [31.629, -25.559, 16.997], [32.333, -24.236, 16.050], [31.499, -24.343, 18.972], [30.600, -23.470, 17.769], [31.109, -21.032, 18.958], [32.690, -21.037, 19.773], [31.572, -22.255, 20.214], [28.005, -35.554, 14.274], [27.519, -34.832, 15.414], [27.088, -35.756, 16.390], [26.493, -35.149, 17.680], [25.391, -34.210, 17.324], [25.034, -33.512, 18.559], [23.859, -32.627, 18.185], [24.248, -31.520, 17.302], [23.115, -30.692, 17.055], [28.920, -36.121, 14.444], [28.252, -34.946, 13.405], [27.251, -36.272, 13.951], [27.911, -36.417, 16.665], [26.397, -36.520, 16.034], [27.359, -34.747, 18.206], [26.118, -35.994, 18.258], [24.578, -34.789, 17.172], [25.938, -32.968, 18.830], [24.802, -34.089, 19.455], [23.567, -32.251, 19.165], [22.961, -33.083, 17.767], [23.452, -29.879, 16.412], [22.613, -30.333, 17.954], [22.303, -31.186, 16.520], [34.609, -13.962, 30.652], [34.286, -13.611, 29.317], [35.456, -13.367, 28.532], [35.157, -13.293, 27.029], [34.379, -14.553, 26.723], [34.125, -14.694, 25.260], [33.074, -15.856, 25.216], [31.750, -15.452, 25.480], [30.843, -16.534, 25.612], [35.455, -13.399, 31.046], [34.815, -15.032, 30.676], [33.740, -13.840, 31.298], [36.238, -14.119, 28.639], [35.936, -12.472, 28.927], [36.025, -13.190, 26.378], [34.592, -12.444, 26.643], [33.501, -14.394, 27.196], [35.059, -14.830, 24.715], [33.660, -13.805, 24.834], [33.399, -16.723, 25.790], [33.029, -16.149, 24.168], [30.808, -16.944, 26.622], [31.045, -17.388, 24.965], [29.795, -16.285, 25.445], [23.559, -22.555, 26.864], [23.705, -23.014, 28.213], [23.612, -21.924, 29.163], [23.878, -22.410, 30.611], [24.962, -23.368, 30.622], [25.160, -24.118, 31.926], [26.091, -25.334, 31.686], [26.404, -25.745, 33.021], [27.344, -26.861, 33.050], [22.574, -22.100, 26.762], [23.704, -23.325, 26.106], [24.346, -21.818, 26.708], [22.634, -21.442, 29.180], [24.388, -21.209, 28.890], [22.941, -22.791, 31.018], [24.097, -21.601, 31.308], [24.738, -23.977, 29.848], [24.210, -24.499, 32.299], [25.588, -23.575, 32.769], [26.927, -24.998, 31.072], [25.475, -26.123, 31.256], [28.115, -26.861, 32.279], [26.809, -27.788, 32.846], [27.826, -26.969, 34.022], [26.981, -14.575, 19.514], [26.323, -14.372, 18.295], [24.994, -14.881, 18.240], [24.612, -15.070, 16.765], [23.962, -13.880, 16.196], [23.268, -14.344, 14.970], [24.226, -14.850, 13.899], [25.148, -13.803, 13.583], [25.950, -14.107, 12.448], [27.363, -15.594, 19.583], [26.256, -14.517, 20.326], [27.809, -13.908, 19.755], [24.306, -14.190, 18.726], [24.848, -15.821, 18.772], [23.997, -15.968, 16.714], [25.446, -15.226, 16.080], [24.718, -13.305, 15.852], [22.822, -13.444, 14.547], [22.479, -15.074, 15.151], [23.543, -14.981, 13.060], [24.839, -15.729, 14.099], [26.597, -13.233, 12.376], [25.284, -14.049, 11.587], [26.491, -15.049, 12.536]],
  "homo_lumo_gap_ev": 8.896,
  "charge": -1,
  "de_lowest_ev": 0.047,
  "e_tot_ev": -153744.2923,
  "homo_energy_ev": -7.17
}